Record 1
This record from the Open Molecules 2025 dataset describes a single C20H23FN2O2S molecule. The level of theory is wB97M-V/def2-TZVPD.

Output
- HOMO energy: -8.723 eV
- Frontier orbital gap: 9.411 eV
- SMILES: O=C(NCCc1cccs1)[C@H]1CCC(=O)N(CCc2cccc(F)c2)C1
- Spin multiplicity: 1
- LUMO level: 0.69 eV
- Max |F|: 0.73 eV Å⁻¹

```
49
Properties=species:S:1:pos:R:3:forces:R:3:nbo_charge:R:1
O -0.734 -2.533 2.269 0.24 -0.25 0.31 -0.635
C -1.273 -1.981 1.330 -0.18 -0.24 -0.46 0.688
N -1.641 -0.686 1.353 -0.10 0.41 0.00 -0.636
C -1.614 0.113 2.558 0.11 0.11 0.22 -0.213
C -0.997 1.498 2.328 -0.08 -0.18 0.11 -0.441
C -1.579 2.173 1.126 0.35 0.22 -0.23 -0.207
C -2.889 2.335 0.793 0.16 -0.11 0.11 -0.285
C -3.070 3.007 -0.437 -0.01 0.16 -0.21 -0.253
C -1.897 3.345 -1.025 0.31 0.05 0.11 -0.387
S -0.549 2.849 -0.093 -0.66 0.01 0.31 0.449
C -1.580 -2.753 0.040 0.15 -0.18 0.10 -0.309
C -2.855 -2.301 -0.684 -0.01 -0.09 -0.06 -0.409
C -2.548 -1.437 -1.916 -0.17 0.18 0.00 -0.502
C -1.284 -0.605 -1.801 -0.28 -0.14 -0.26 0.677
O -1.235 0.570 -2.113 -0.04 0.22 -0.17 -0.635
N -0.210 -1.307 -1.377 0.20 0.00 0.02 -0.451
C 1.105 -0.708 -1.350 0.09 0.26 0.08 -0.206
C 1.543 -0.300 0.064 0.02 -0.06 -0.30 -0.437
C 2.938 0.249 0.029 0.05 0.03 0.09 -0.001
C 3.158 1.598 -0.229 -0.05 0.01 0.00 -0.184
C 4.443 2.104 -0.300 0.00 -0.03 -0.01 -0.199
C 5.536 1.274 -0.118 0.11 -0.18 0.04 -0.296
C 5.305 -0.065 0.134 -0.06 0.06 -0.04 0.412
F 6.359 -0.891 0.313 -0.09 0.08 -0.01 -0.327
C 4.029 -0.591 0.210 0.20 0.04 0.00 -0.297
C -0.381 -2.662 -0.915 -0.21 -0.35 0.12 -0.205
H -2.020 -0.237 0.533 -0.04 -0.10 0.04 0.412
H -2.640 0.231 2.927 0.12 -0.01 0.05 0.186
H -1.039 -0.444 3.300 -0.13 0.09 -0.04 0.244
H 0.084 1.412 2.207 0.01 -0.02 0.09 0.219
H -1.181 2.102 3.221 0.09 -0.03 -0.02 0.228
H -3.706 1.995 1.406 -0.13 -0.09 0.16 0.219
H -4.034 3.223 -0.862 -0.14 0.05 -0.11 0.223
H -1.734 3.843 -1.959 -0.04 0.09 -0.24 0.238
H -1.674 -3.796 0.356 0.03 0.16 0.04 0.243
H -3.502 -1.755 0.006 -0.01 -0.06 -0.04 0.217
H -3.416 -3.179 -1.009 0.00 0.04 0.06 0.223
H -3.378 -0.766 -2.139 0.14 -0.01 -0.06 0.242
H -2.404 -2.083 -2.786 -0.01 0.00 -0.01 0.227
H 1.062 0.182 -1.983 0.09 -0.13 0.03 0.241
H 1.822 -1.416 -1.777 -0.01 0.05 0.00 0.196
H 0.853 0.462 0.421 -0.04 -0.09 0.04 0.218
H 1.493 -1.162 0.732 -0.05 0.00 0.08 0.216
H 2.311 2.253 -0.370 -0.09 0.07 -0.02 0.209
H 4.598 3.154 -0.497 0.02 0.10 -0.02 0.216
H 6.547 1.646 -0.168 0.11 0.01 0.00 0.229
H 3.897 -1.642 0.416 0.00 -0.14 0.04 0.226
H -0.546 -3.339 -1.764 0.08 -0.04 0.11 0.195
H 0.527 -2.977 -0.399 -0.03 0.00 -0.05 0.226
```
Positions in Å, forces in eV/Å.

Record 2
This record from the Open Molecules 2025 dataset describes a single CH4N2S molecule. The level of theory is wB97M-V/def2-TZVPD.

Output
- HOMO energy: -8.201 eV
- Frontier orbital gap: 8.737 eV
- SMILES: NC(N)=S
- Spin multiplicity: 1
- LUMO level: 0.54 eV
- Max |F|: 5.75 eV Å⁻¹

```
8
Properties=species:S:1:pos:R:3:forces:R:3:nbo_charge:R:1
N -0.562 0.574 0.912 0.67 -1.40 5.54 -0.782
C 0.325 0.351 -0.066 1.76 0.50 -3.93 0.273
N 0.017 -0.658 -0.905 -2.85 -1.80 2.28 -0.781
S 1.582 1.331 -0.589 -0.14 0.12 1.02 -0.270
H 0.020 0.893 1.821 -1.96 -0.43 -2.77 0.411
H -1.014 -0.359 1.218 0.60 2.03 -0.64 0.364
H -0.773 -1.272 -0.608 1.03 0.68 -0.70 0.364
H 0.406 -0.860 -1.783 0.90 0.30 -0.79 0.420
```
Positions in Å, forces in eV/Å.

Record 3
This record from the Open Molecules 2025 dataset describes a molecular structure, C19H28N2O4S2. The level of theory is wB97M-V/def2-TZVPD.

Output
- HOMO energy: -7.664 eV
- Frontier orbital gap: 6.081 eV
- Spin multiplicity: 1
- LUMO level: -1.58 eV
- Max |F|: 16.69 eV Å⁻¹

```
55
Properties=species:S:1:pos:R:3:forces:R:3:nbo_charge:R:1
O -5.409 -1.997 -0.403 1.17 -0.42 -0.39 -0.915
S -4.598 -1.044 0.293 -5.60 1.71 0.93 2.345
O -5.055 -0.598 1.576 0.44 -0.34 0.26 -0.934
N -4.667 0.336 -0.631 -3.51 -8.93 -6.73 -0.811
C -4.009 1.301 -0.188 -2.14 9.05 9.59 -0.103
C -3.758 2.584 -0.820 0.05 4.41 -2.05 -0.397
C -2.690 1.647 -0.213 4.53 -0.49 -7.42 -0.448
H -1.968 2.158 0.275 1.72 0.75 2.85 0.249
H -2.163 1.161 -1.195 -0.84 0.83 2.32 0.180
H -3.916 2.590 -1.929 0.61 0.00 1.01 0.203
H -3.869 3.849 -0.412 -0.05 -4.54 -0.71 0.225
H -4.470 1.715 0.882 0.84 -1.68 -2.17 0.230
H -4.516 0.018 -1.693 -0.42 1.15 2.74 0.395
C -3.007 -1.446 0.447 -1.57 -3.97 -11.40 -0.400
C -2.311 -1.236 1.415 4.86 3.92 15.47 -0.194
C -1.044 -1.642 1.745 5.00 -3.38 -4.45 -0.114
C -0.367 -2.453 0.612 -6.40 5.29 4.38 -0.414
C -1.176 -2.673 -0.485 3.64 -1.97 -4.51 -0.165
C -2.363 -2.125 -0.707 -3.54 1.11 3.75 -0.155
H -3.115 -2.442 -1.372 -0.02 -0.34 -1.72 0.244
H -0.724 -3.201 -1.442 -0.73 0.67 2.33 0.248
S 1.193 -2.757 0.849 5.40 -4.97 -7.68 2.276
O 1.732 -2.498 2.096 0.66 1.74 3.46 -0.895
O 1.270 -4.132 0.335 0.17 1.18 0.49 -0.933
N 2.234 -1.746 -0.529 -1.40 0.16 13.13 -0.624
C 3.000 -0.719 0.178 0.53 0.61 -1.80 -0.258
H 2.845 -0.949 1.270 0.73 0.90 -1.12 0.239
C 2.402 0.727 -0.444 -3.07 -7.70 1.87 0.070
C 0.893 0.866 0.250 2.94 2.86 -1.84 -0.428
C 1.025 1.228 1.692 -1.65 8.24 -4.27 -0.413
C 1.942 2.551 1.823 0.71 -5.44 5.47 -0.317
C 3.303 2.070 1.264 1.56 5.46 6.35 -0.431
C 3.346 1.771 -0.071 0.01 -2.80 -5.14 -0.471
H 4.304 1.351 -0.441 -0.07 0.98 0.14 0.223
H 2.959 2.538 -0.659 0.32 2.36 -1.18 0.208
H 3.769 1.465 2.012 0.02 -1.41 0.02 0.224
H 4.026 2.955 1.369 -0.83 -0.63 0.06 0.206
H 1.948 2.702 3.204 0.38 0.07 -4.46 0.179
H 1.550 3.365 1.353 -1.22 2.27 -1.17 0.189
H 1.198 0.538 2.307 3.01 -5.95 4.54 0.190
H 0.058 1.445 2.100 -1.22 0.83 -0.15 0.197
H 0.160 0.130 0.225 -0.67 -2.09 -1.03 0.216
H 0.480 1.709 -0.397 0.09 -0.56 1.11 0.194
C 2.257 0.253 -1.916 3.01 8.76 -2.15 -0.403
C 1.450 -0.804 -2.446 7.33 -3.81 2.71 -0.394
C 2.353 -2.150 -1.727 -4.85 -1.64 -6.66 -0.213
H 1.736 -3.116 -1.876 1.06 1.25 0.08 0.234
H 3.355 -2.350 -2.046 0.79 0.33 -0.85 0.194
H 0.532 -0.706 -2.189 -6.15 -0.34 2.48 0.185
H 1.471 -0.902 -3.410 0.47 0.04 -5.88 0.196
H 1.865 1.322 -2.438 0.53 -2.20 0.98 0.180
H 3.354 0.377 -2.374 -1.94 -1.05 0.85 0.208
H 4.166 -0.769 -0.178 -2.46 -0.06 1.08 0.175
H -0.304 -1.498 2.591 -1.91 0.30 -0.64 0.271
H -2.676 -0.770 2.466 -0.32 -0.52 -2.88 0.259
```
Positions in Å, forces in eV/Å.